(1)
{"formula": "C22H42B2F8N5O3", "method": "ωB97M-V/def2-TZVPD", "gap_ev": [7.895, 1.952], "homo_energy_ev": [-18.79, -18.79], "spin_multiplicity": 2, "total_energy_ha": -2210.45721, "s_squared": 0.75, "lumo_ha": [-0.401, -0.619], "total_charge": 4, "species": ["C", "C", "O", "N", "H", "H", "C", "H", "H", "H", "H", "H", "H", "C", "C", "O", "N", "H", "H", "C", "H", "H", "H", "H", "H", "H", "C", "N", "C", "C", "C", "C", "C", "C", "C", "C", "N", "C", "C", "C", "H", "H", "H", "H", "H", "H", "H", "H", "H", "H", "H", "H", "H", "H", "C", "C", "C", "O", "C", "N", "H", "H", "H", "H", "H", "H", "H", "H", "H", "H", "H", "H", "B", "F", "F", "F", "F", "B", "F", "F", "F", "F"], "positions_angstrom": [[-3.7917, 0.2746, -1.5846], [-3.3448, 1.0529, -2.8546], [-4.0673, 1.5430, -3.7116], [-1.8552, 1.1255, -2.9833], [-1.5719, 2.0914, -2.9000], [-1.4867, 0.5836, -2.2147], [-1.3304, 0.6188, -4.3484], [-3.4087, -0.7423, -1.6711], [-4.8765, 0.2312, -1.4881], [-3.3557, 0.5809, -0.6337], [-1.8069, 1.2250, -5.1189], [-1.4499, -0.4507, -4.5212], [-0.2841, 0.8846, -4.1972], [-0.1634, -2.7786, 3.0795], [-0.7874, -3.7125, 2.1404], [-1.4421, -4.6699, 2.5367], [-0.8452, -3.2375, 0.6336], [-1.8098, -2.9864, 0.4699], [-0.2986, -2.3914, 0.5594], [-0.4256, -4.3742, -0.2689], [0.3687, -1.9467, 2.6182], [0.4827, -3.3325, 3.7607], [-0.9182, -2.3533, 3.7409], [-0.9772, -5.2967, -0.0879], [0.6444, -4.5730, -0.2069], [-0.6187, -3.9859, -1.2689], [3.0262, 0.9621, -0.1263], [2.0916, 1.2421, 0.9703], [1.2354, 2.3034, 0.9187], [0.3981, 2.5941, 1.9207], [0.4961, 1.9457, 3.1634], [1.3200, 0.8443, 3.2391], [2.1122, 0.5064, 2.1198], [-0.3144, 2.4220, 4.3430], [-0.0507, 3.6643, 4.9508], [-0.6218, 3.8944, 6.1901], [-1.4848, 2.9907, 6.7243], [-1.7600, 1.8056, 6.0871], [-1.1572, 1.4947, 4.9148], [-2.0350, 3.1256, 8.0987], [3.9609, 1.5028, 0.0217], [2.6530, 1.3545, -1.0723], [3.2163, -0.1088, -0.0542], [1.1090, 2.7998, -0.0321], [-0.2625, 3.4400, 1.8002], [1.3343, 0.2632, 4.1493], [2.8016, -0.3231, 2.0645], [0.6966, 4.3077, 4.5104], [-0.3672, 4.7996, 6.7213], [-2.3622, 1.1236, 6.6692], [-1.2789, 0.5199, 4.4660], [-3.1239, 3.1454, 8.0538], [-1.6766, 4.0849, 8.4720], [-1.6682, 2.4172, 8.8415], [2.7588, 1.3417, -6.0876], [3.3192, 0.0062, -5.5272], [2.6170, -0.5261, -4.3392], [3.0873, -1.8266, -3.9222], [2.2563, -2.4717, -2.9057], [3.1759, -1.0090, -6.6826], [3.3558, -1.9599, -6.3934], [2.2057, -1.1165, -6.9418], [3.7200, -0.8121, -7.5104], [3.4335, 1.8022, -6.8094], [2.6329, 2.1586, -5.3771], [1.8186, 1.1714, -6.6122], [4.3722, -0.0965, -5.2647], [1.5321, -0.4811, -4.4349], [2.8016, 0.1366, -3.4938], [2.2045, -3.5516, -2.7667], [1.2361, -2.0950, -2.9798], [2.7463, -2.1349, -1.9922], [0.0269, -0.6228, -0.9259], [0.7257, 0.2094, -1.7443], [-1.0211, -0.0691, -0.3155], [-0.4868, -1.5326, -1.8122], [0.8121, -1.2081, -0.0465], [-3.6590, -1.5337, 1.4623], [-3.3176, -2.4305, 0.4378], [-4.6948, -0.7418, 1.0062], [-3.9501, -2.2752, 2.5540], [-2.5768, -0.8332, 1.8197]], "forces_ev_per_angstrom": [[0.31, 0.31, -1.09], [-4.58, 0.34, -0.15], [2.96, -1.32, 2.23], [-0.27, -0.93, -1.76], [0.08, 0.46, 0.14], [0.42, -0.19, 0.44], [0.30, 1.06, 1.21], [-0.06, -0.32, -0.22], [0.18, 0.18, -0.22], [0.05, 0.57, -0.16], [0.04, -0.15, 0.07], [-0.38, 0.18, 0.46], [0.17, -0.20, -0.76], [0.95, 0.81, 0.65], [-3.63, -2.24, 1.29], [2.44, 2.62, -2.48], [1.29, -2.84, 2.06], [-1.81, 0.35, -0.17], [0.30, -0.15, -0.19], [0.10, 1.00, -0.74], [0.11, -0.12, -0.09], [0.21, -0.07, -0.16], [-0.41, -0.10, -0.29], [-0.17, 0.38, 0.26], [-0.04, 0.09, 0.44], [-0.17, -0.40, -0.09], [0.56, 0.24, 0.41], [-0.83, 0.74, 1.65], [0.41, -1.20, -1.75], [-0.34, 0.99, 1.74], [-0.71, 0.80, -0.50], [0.70, -0.41, -0.95], [-0.27, 0.64, -0.33], [1.24, 0.10, -0.40], [-0.23, -1.47, -0.29], [-0.49, -0.26, -0.31], [0.54, -1.15, -0.30], [0.11, 1.13, 1.53], [-0.01, -0.28, -0.36], [0.06, 1.53, 0.40], [0.06, -0.07, 0.45], [-0.39, -0.57, 0.21], [0.01, 0.13, -0.65], [0.47, 0.09, -0.06], [-0.16, -0.02, -0.02], [0.38, -0.20, -0.06], [-0.05, -0.13, 0.45], [-0.15, 0.34, 0.22], [-0.30, -0.08, 0.41], [-0.24, -0.04, -0.19], [-0.30, -0.04, -0.01], [0.13, -0.12, -0.02], [-0.29, 0.10, -0.05], [0.08, -0.53, -0.65], [0.60, 0.06, 0.22], [0.95, -0.42, -1.63], [-1.02, -0.15, 0.52], [-1.13, -0.68, 0.58], [-0.74, 0.99, -0.57], [-0.86, -0.37, 1.11], [1.01, -0.58, 0.15], [-0.71, 0.59, -0.68], [0.46, 0.35, -0.48], [0.25, -0.41, -0.15], [-0.11, -0.40, 0.45], [-0.15, -0.07, 0.17], [0.31, 0.92, -0.42], [-0.32, -0.61, 0.15], [0.20, 0.17, 0.45], [1.07, -0.39, -1.09], [0.09, 0.33, 0.24], [0.23, 0.43, 0.64], [-1.77, -0.18, -1.29], [1.73, 2.47, -1.26], [-1.34, 1.95, 0.93], [-0.77, -2.23, -1.64], [3.05, -1.46, 2.40], [-2.28, -0.71, 0.40], [0.76, -0.86, -1.74], [-0.03, 0.39, -0.15], [-0.99, -1.08, 1.32], [3.16, 2.36, 0.12]]}



(2)
{"formula": "C22H42F8N5O", "method": "ωB97M-V/def2-TZVPD", "gap_ev": 9.968, "homo_energy_ev": -12.74, "total_energy_ha": -2011.17135, "lumo_ha": -0.102, "total_charge": 1, "species": ["C", "N", "C", "N", "C", "N", "N", "N", "C", "C", "O", "C", "C", "F", "F", "C", "F", "F", "C", "F", "F", "C", "F", "F", "H", "H", "H", "H", "H", "H", "H", "H", "H", "H", "H", "H", "H", "H", "C", "C", "C", "C", "C", "C", "H", "H", "H", "H", "H", "H", "H", "H", "H", "H", "H", "H", "H", "H", "C", "C", "C", "C", "C", "C", "H", "H", "H", "H", "H", "H", "H", "H", "H", "H", "H", "H", "H", "H"], "positions_angstrom": [[1.9182, 0.4810, 2.8668], [1.0771, -0.1689, 3.8771], [0.1496, -1.1018, 3.7207], [-0.5119, -1.5855, 4.7926], [-1.3716, -2.4534, 4.2794], [-2.2728, -3.1684, 5.0391], [-1.2457, -2.5156, 2.9786], [-0.2603, -1.6561, 2.5702], [0.0721, -1.4920, 1.1587], [1.5060, -1.9714, 0.7634], [2.0889, -0.9697, -0.0557], [1.6237, -1.0383, -1.3974], [1.6124, 0.4017, -1.9868], [2.1545, 0.3121, -3.2188], [2.4421, 1.1698, -1.2721], [0.1799, 1.0009, -2.1596], [-0.7608, 0.3687, -1.4045], [-0.1753, 0.7814, -3.4282], [0.0450, 2.5146, -1.8928], [0.4523, 2.8485, -0.6612], [0.7119, 3.1817, -2.8353], [-1.4335, 3.0223, -1.9751], [-1.9650, 2.8364, -3.1750], [-1.3726, 4.3527, -1.7407], [2.2677, 1.4266, 3.2953], [1.3914, 0.7453, 1.9507], [2.8172, -0.1206, 2.6917], [1.2482, 0.1020, 4.8353], [-3.1979, -2.8515, 4.7346], [-2.1782, -2.7627, 5.9728], [-1.7963, -3.0996, 2.3644], [-0.1006, -0.4523, 0.8706], [-0.6474, -2.0953, 0.5874], [1.5173, -2.9618, 0.2909], [2.1232, -1.9863, 1.6685], [0.6591, -1.5501, -1.5059], [2.3757, -1.5887, -1.9829], [-2.0161, 2.5976, -1.1485], [1.0031, -7.2149, -5.4038], [-0.3153, -6.7363, -4.8043], [-0.5509, -5.2364, -4.9881], [0.4804, -4.3349, -4.3065], [0.6166, -4.5422, -2.7984], [-0.6674, -4.2303, -2.0332], [1.8614, -6.7333, -4.9320], [1.1153, -8.2910, -5.2655], [1.0394, -7.0068, -6.4747], [-0.3572, -7.0039, -3.7442], [-1.1349, -7.2751, -5.2862], [-1.5528, -4.9891, -4.6242], [-0.5573, -5.0066, -6.0575], [0.2089, -3.2908, -4.4987], [1.4590, -4.4786, -4.7713], [1.4138, -3.8888, -2.4281], [0.9348, -5.5644, -2.5799], [-0.9753, -3.1921, -2.1961], [-0.5150, -4.3733, -0.9575], [-1.4883, -4.8802, -2.3358], [-1.6950, 7.9528, 1.9245], [-1.6500, 6.9278, 3.0530], [-0.2270, 6.5494, 3.4660], [0.6058, 5.8844, 2.3678], [0.0003, 4.6079, 1.7850], [-0.1539, 3.4933, 2.8163], [-1.2266, 7.5740, 1.0144], [-2.7280, 8.2046, 1.6801], [-1.1836, 8.8721, 2.2161], [-2.2150, 6.0364, 2.7643], [-2.1626, 7.3437, 3.9244], [-0.2759, 5.8916, 4.3395], [0.2968, 7.4500, 3.8002], [1.5958, 5.6533, 2.7758], [0.7770, 6.5949, 1.5553], [0.6457, 4.2549, 0.9838], [-0.9694, 4.8200, 1.3261], [0.8154, 3.2287, 3.2485], [-0.5718, 2.5953, 2.3484], [-0.8233, 3.7807, 3.6283]], "forces_ev_per_angstrom": [[0.48, 0.22, 0.47], [0.26, 0.49, -0.35], [0.78, 0.71, 0.82], [0.03, -0.16, -0.41], [0.55, 0.66, 1.60], [-0.41, 1.24, -0.26], [-1.22, -1.37, -1.32], [-0.10, -0.18, -0.10], [-0.11, -0.64, -0.57], [0.06, 1.15, 0.58], [-0.67, -0.61, -0.04], [0.82, 0.13, -0.20], [0.23, -1.48, 0.05], [-0.09, 0.15, -0.29], [-0.31, 0.54, 0.30], [0.18, 0.67, -0.39], [0.32, -0.15, 0.62], [-0.20, -0.05, -0.31], [-1.63, 0.32, -0.77], [0.50, -0.31, 0.17], [0.82, 0.03, 0.05], [0.53, 0.17, 1.20], [-0.22, -0.36, -0.31], [0.06, 0.22, -0.08], [-0.17, -0.23, -0.06], [0.06, -0.29, 0.10], [-0.26, 0.11, -0.33], [-0.19, -0.19, -0.07], [-0.10, -0.74, 0.05], [0.05, -0.53, 0.06], [0.34, 0.18, -0.28], [0.26, -0.17, 0.03], [-0.06, 0.24, 0.32], [-0.10, 0.19, 0.08], [-0.09, -0.27, -0.21], [0.12, 0.24, 0.06], [-0.29, 0.12, 0.00], [-0.22, -0.23, -0.45], [-0.05, -0.08, 0.12], [0.05, 0.05, -0.15], [-0.08, -0.04, 0.08], [0.05, 0.02, -0.04], [-0.08, 0.12, 0.00], [0.16, 0.00, 0.15], [0.01, -0.01, -0.03], [0.04, 0.02, -0.05], [0.04, 0.02, 0.01], [-0.02, 0.02, 0.00], [-0.01, 0.01, 0.05], [0.01, 0.03, -0.02], [0.01, -0.01, 0.02], [0.01, 0.00, 0.02], [-0.02, -0.01, 0.00], [0.05, -0.06, -0.02], [0.00, 0.01, -0.02], [-0.08, -0.03, -0.07], [-0.05, -0.02, 0.00], [-0.02, 0.04, 0.01], [-0.13, -0.10, 0.00], [0.09, 0.14, 0.02], [-0.05, -0.07, 0.03], [-0.04, 0.05, 0.02], [0.11, 0.03, 0.17], [-0.10, -0.04, -0.13], [0.01, 0.03, 0.00], [0.04, 0.05, -0.02], [0.02, -0.01, -0.04], [0.02, -0.02, 0.02], [-0.01, -0.05, 0.00], [0.03, 0.01, 0.00], [-0.02, -0.01, -0.01], [-0.01, -0.01, -0.02], [-0.01, -0.01, 0.01], [0.02, 0.10, 0.02], [0.01, 0.02, 0.00], [-0.05, 0.07, 0.04], [0.01, -0.02, 0.05], [0.02, -0.02, 0.01]]}



Number 1: molecular weight 598.22 g mol⁻¹, F_max 4.6 eV/Å. Number 2: molecular weight 544.60 g mol⁻¹, F_max 2.3 eV/Å.